102
Properties=species:S:1:pos:R:3:forces:R:3 method="wB97M-V/def2-TZVPD" relative_energy_kj_mol=68.6 total_charge=+2 orbital_gap_ev="3.936 / 3.949" homo_ev="-12.1 / -12.1" largest_force_ev_per_a=3.600
Pb -0.8294 -1.3257 -0.8595 0.7 1.2 0.3
O 1.9270 -1.6386 1.8050 0.3 0.6 0.2
C 1.5035 -1.6163 3.1279 -1.4 0.5 0.2
C 2.1619 -2.3073 4.1426 0.6 -0.3 -0.3
C 1.6637 -2.3061 5.4363 -0.2 0.2 0.4
C 0.6042 -1.4538 5.7919 0.1 -0.1 0.0
C -0.0909 -0.7823 4.7929 0.3 -0.3 -0.5
C 0.2550 -0.9749 3.4246 1.8 -0.4 0.6
P -1.0981 -0.7995 2.2629 -0.4 0.4 -0.3
C -2.2355 -2.0514 2.9004 -0.5 -1.2 0.0
C -1.8701 -3.3969 2.6987 0.3 0.3 -0.7
C -2.6750 -4.4620 3.0852 -0.2 0.9 0.4
C -3.8905 -4.1844 3.7175 -0.1 -0.5 0.3
C -4.2618 -2.8730 3.9581 0.4 0.4 -0.4
C -3.4386 -1.8221 3.5720 0.3 0.7 -0.1
C -1.7961 0.8394 2.5445 -0.4 1.0 -0.6
C -3.1305 1.1364 2.1859 0.0 -0.4 0.0
C -3.6059 2.4481 2.1745 0.5 -0.7 0.1
C -2.7210 3.4891 2.3879 -0.1 0.3 0.3
C -1.4058 3.2421 2.7530 0.0 -0.6 -0.5
C -0.9489 1.9252 2.8420 0.1 0.0 0.1
C 3.2573 -1.2919 1.4740 -0.8 -0.7 -0.2
C 4.2570 -1.0633 2.4225 0.1 0.0 -0.5
C 5.5889 -1.0969 1.9978 -0.2 0.1 0.6
C 5.9265 -1.3601 0.6907 -0.5 0.0 -1.0
C 4.8998 -1.4001 -0.2669 0.0 0.2 0.2
C 3.5396 -1.3361 0.0810 1.0 -0.2 1.2
P 2.3567 -1.3147 -1.2937 -0.3 0.1 0.0
C 2.8386 -2.7134 -2.3704 0.6 -0.5 0.0
C 3.6872 -2.6217 -3.4949 -1.2 0.1 0.1
C 3.7694 -3.6777 -4.4022 0.6 0.0 0.8
C 3.2534 -4.9185 -4.0342 -0.4 -0.2 -0.8
C 2.5072 -5.0711 -2.8746 0.3 0.3 0.3
C 2.3339 -3.9782 -2.0268 -0.6 0.1 -0.1
C 2.7685 0.2488 -2.1452 0.5 0.7 0.4
C 2.5328 0.4850 -3.4963 -0.2 -0.3 -0.5
C 2.6188 1.7753 -4.0171 0.0 -0.2 0.4
C 2.9232 2.8581 -3.1947 0.0 0.2 -0.7
C 3.2355 2.6410 -1.8734 0.0 -0.8 0.3
C 3.1936 1.3461 -1.3633 -0.6 -0.4 0.1
H 3.0991 -2.8359 3.8991 -0.8 0.1 0.2
H 2.1033 -2.9676 6.1951 0.0 0.5 -0.4
H 0.3237 -1.3566 6.8488 0.0 0.0 -0.6
H -0.9250 -0.1155 5.0214 0.1 -0.4 0.1
H -0.9371 -3.5780 2.1596 -0.1 -0.2 0.2
H -2.3709 -5.4752 2.9179 0.2 -0.3 -0.1
H -4.5416 -4.9970 4.0712 0.4 0.4 -0.4
H -5.2041 -2.6068 4.3962 -0.3 -0.2 0.4
H -3.7200 -0.8008 3.8163 -0.1 -0.2 -0.1
H -3.7844 0.3098 1.8987 0.0 0.3 0.1
H -4.6361 2.6721 1.9776 -0.3 -0.1 -0.2
H -3.0875 4.5048 2.2746 0.1 0.0 0.1
H -0.7291 4.0777 2.8368 0.2 0.0 0.4
H 0.0737 1.7305 3.1591 -0.1 0.1 -0.2
H 4.0664 -0.9069 3.4816 -0.2 -0.1 -0.4
H 6.3626 -0.9477 2.7440 0.0 -0.1 -0.1
H 6.9594 -1.5145 0.3933 -0.2 0.2 0.0
H 5.1350 -1.4541 -1.3298 0.2 -0.1 0.3
H 4.2144 -1.6996 -3.6646 0.0 0.3 -0.3
H 4.3172 -3.5265 -5.3275 0.0 -0.2 0.2
H 3.3890 -5.7881 -4.6816 -0.1 0.4 0.1
H 2.0664 -6.0373 -2.6518 0.2 0.1 0.2
H 1.7895 -4.1127 -1.0826 0.0 0.1 -0.4
H 2.2987 -0.3567 -4.1620 0.0 0.4 0.2
H 2.4420 1.9287 -5.0640 -0.1 0.1 -0.3
H 2.9477 3.8704 -3.6036 0.0 -0.3 0.1
H 3.4995 3.4557 -1.2276 0.2 0.2 0.2
H 3.4272 1.1758 -0.3195 0.0 0.1 0.0
N -1.4540 -1.5522 -4.3804 0.3 -0.6 0.0
N -2.8529 -1.4823 -4.5506 0.9 0.0 -0.2
C -3.6542 -1.5703 -3.4865 -1.3 0.8 -0.2
N -4.9436 -1.3753 -3.7283 -0.8 -0.5 0.0
N -3.1519 -1.7966 -2.2516 -0.2 0.1 0.2
N -3.9310 -1.5884 -1.1745 -0.9 0.3 2.9
O -3.2695 -1.7690 -0.0353 -1.4 0.7 -3.2
O -5.1393 -1.2244 -1.1439 3.3 -1.1 -0.4
H -0.9613 -0.8663 -4.9568 -0.5 -0.2 0.2
H -1.1017 -2.5039 -4.5704 -0.4 0.7 -0.2
H -3.2713 -1.1570 -5.4373 0.6 -0.5 0.7
H -5.2799 -1.3877 -4.6930 0.1 0.1 0.7
H -5.6032 -1.4921 -2.9472 0.4 0.2 -0.7
S -4.4849 4.9757 -0.3599 0.6 0.1 0.0
C -3.1038 4.1466 -0.7798 -1.4 1.0 0.5
S -3.3456 2.6199 -1.4729 0.7 -0.5 -0.2
C -1.5994 2.3653 -1.4990 -1.6 1.2 0.9
N -0.9450 3.3568 -0.9671 0.0 -0.3 -0.7
N -1.7602 4.4002 -0.6441 0.2 -1.1 -0.2
C -1.1021 5.6291 -0.3603 0.5 2.0 -0.2
C -1.8070 6.8297 -0.1206 -1.6 -1.2 -0.3
C -1.1509 8.0422 -0.0016 0.7 -0.6 0.2
C 0.2307 8.0504 -0.0986 0.2 0.0 -0.3
C 0.9484 6.8937 -0.4262 0.0 1.0 0.1
C 0.2913 5.7105 -0.5667 -1.0 -1.4 0.2
S -1.1159 1.0279 -2.3962 1.3 -2.0 0.3
H -2.9196 6.7794 -0.1221 1.2 0.2 0.2
H -1.6977 8.9516 0.1868 -0.1 0.0 0.0
H 0.7641 8.9735 0.0050 0.2 0.4 0.0
H 2.0144 6.9517 -0.6319 -0.2 0.0 0.2
H 0.7774 4.7893 -0.8434 0.4 0.1 0.0
F -1.3555 -4.2955 -0.5692 0.1 1.1 -1.5
B -1.1489 -3.5147 -1.6685 0.2 -2.4 0.9
F -1.0600 -4.1623 -2.8414 -0.2 1.4 1.1